Molecular formula: C2H6ClHfN2O8
Method: DFT, wB97M-V/def2-TZVPD

The geometry in ORCA input format:
```
! wB97M-V def2-TZVPD RIJCOSX def2/J DEFGRID3
* xyz 3 1
Hf -7.77 1.46 -3.83
Cl -1.38 0.09 -2.69
O -1.51 -1.07 -3.55
O -0.72 1.11 -3.51
O -2.71 0.46 -2.40
O -0.72 -0.34 -1.47
C 1.38 -5.97 1.06
N 2.35 -7.10 0.78
O 3.53 -6.83 1.03
O 1.88 -8.14 0.39
H 0.88 -5.72 0.12
H 1.96 -5.07 1.27
H 0.69 -6.16 1.88
C 0.25 5.96 0.91
N 0.31 6.42 2.34
O 1.42 6.63 2.81
O -0.72 6.72 2.95
H 0.38 4.89 1.02
H 1.16 6.36 0.48
H -0.66 6.32 0.42
*
```

Lowest unoccupied orbital energy   -15.7 eV
Kohn-Sham gap   1.26 eV